Entry from the Open Molecules 2025 dataset: C6H10O in the gas phase at a distorted geometry (the ωB97M-V functional and the def2-TZVPD basis).

```
17
Properties=species:S:1:pos:R:3:forces:R:3:mulliken_charge:R:1
C 2.86733 -0.18700 0.70196 -0.2 -0.3 -1.1 -1.296
C 1.45359 0.01100 1.18995 -0.7 0.0 1.1 -0.281
C 0.35596 -0.29902 0.17621 1.1 0.8 1.4 -0.120
C -0.92130 -0.20147 0.50826 -0.8 -0.6 -1.6 -0.543
C -1.98548 -0.47115 -0.55182 1.7 0.6 2.6 -0.538
C -2.34752 0.54248 -1.30734 -0.9 -0.5 -1.1 -0.094
O -3.17982 0.33595 -2.38005 -0.2 -0.2 -0.1 -0.483
H 3.03990 0.32887 -0.24128 -0.1 0.2 -0.2 0.334
H 2.93626 -1.24828 0.43205 0.5 0.1 0.3 0.300
H 3.67996 0.15076 1.33942 -0.2 -0.3 0.4 0.349
H 1.23374 0.98565 1.62775 0.4 0.5 -0.4 0.325
H 1.29510 -0.59869 2.08352 0.1 -0.4 -0.1 0.294
H 0.74150 -0.48929 -0.81422 -0.5 -0.1 -0.4 0.371
H -1.27084 -0.05469 1.52552 0.3 0.1 0.1 0.354
H -2.29439 -1.49363 -0.41615 -0.8 -0.1 -1.1 0.354
H -1.99371 1.55703 -1.17548 0.2 -0.1 0.1 0.349
H -3.61026 1.13147 -2.69833 0.2 0.2 0.2 0.324
```
Positions in Å, forces in eV/Å.

Values from the calculation:
HOMO level (Eh): -0.325
Kohn-Sham gap (eV): 9.72
SMILES: CC/C=C/C=C/O
ΔE to the lowest compared entry with this formula, charge and spin (eV): 1.543
Charge: 0